Model i:
{"formula": "C2H3FS", "method": "ωB97M-V with the def2-TZVPD basis set", "gap_ev": 9.112, "homo_energy_ha": -0.3689, "species": ["C", "C", "F", "S", "H", "H", "H"], "xyz": [[0.75, -0.12, -0.10], [-0.71, -0.20, -0.02], [1.11, 1.86, -0.10], [2.14, -0.79, 0.00], [-1.26, 0.52, -0.66], [-0.86, -0.01, 1.12], [-1.18, -1.27, -0.24]], "mulliken_charge": [0.516, -0.564, -0.579, -0.164, 0.267, 0.230, 0.293]}

Model ii:
{"formula": "C2H3FS", "method": "ωB97M-V with the def2-TZVPD basis set", "gap_ev": 8.776, "homo_energy_ha": -0.3426, "species": ["C", "C", "F", "S", "H", "H", "H"], "xyz": [[-2.47, -0.05, -0.74], [1.45, 0.06, 0.04], [-3.07, 0.02, 0.37], [-0.72, 0.06, 0.10], [1.97, 0.32, -0.77], [1.30, -0.95, 0.05], [1.55, 0.54, 0.95]], "mulliken_charge": [0.027, -0.766, -0.029, -0.146, 0.347, 0.289, 0.278]}

The structure with the least stability is model ii.

Model i:
{"formula": "C3H6BrI", "method": "ωB97M-V with the def2-TZVPD basis set", "gap_ev": 9.103, "homo_energy_ha": -0.3494, "species": ["C", "C", "C", "Br", "I", "H", "H", "H", "H", "H", "H"], "xyz": [[-0.39, -0.10, -1.34], [-0.28, -0.11, 1.33], [0.42, 0.12, 0.01], [1.02, 2.20, 0.00], [2.37, -1.06, 0.03], [-0.69, 0.84, -1.88], [0.32, -0.67, -2.00], [-1.34, -0.70, -1.12], [0.47, 0.05, 2.13], [-0.71, -1.13, 1.26], [-1.18, 0.58, 1.59]], "mulliken_charge": [-0.760, -1.085, -0.007, -0.170, 0.119, 0.307, 0.282, 0.246, 0.399, 0.369, 0.301]}

Model ii:
{"formula": "C3H6BrI", "method": "ωB97M-V with the def2-TZVPD basis set", "gap_ev": 9.763, "homo_energy_ha": -0.3468, "species": ["C", "C", "C", "Br", "I", "H", "H", "H", "H", "H", "H"], "xyz": [[-0.45, -0.80, -1.14], [0.79, 0.12, 1.07], [-0.31, 0.44, 0.14], [-2.06, 0.59, 0.88], [0.16, 2.29, -0.86], [-0.60, -1.74, -0.55], [-1.19, -0.38, -1.81], [0.55, -0.65, -1.52], [1.02, 1.07, 1.46], [1.66, -0.32, 0.61], [0.43, -0.61, 1.72]], "mulliken_charge": [-0.986, -1.270, -0.093, -0.057, 0.136, 0.353, 0.393, 0.334, 0.455, 0.307, 0.427]}

The structure with the least stability is model ii.

Model i:
{"formula": "C2H5NO2S2", "method": "ωB97M-V with the def2-TZVPD basis set", "gap_ev": [7.977, 7.755], "homo_energy_ha": [-0.3019, -0.2995], "species": ["C", "C", "N", "O", "O", "S", "S", "H", "H", "H", "H", "H"], "xyz": [[-1.22, -3.27, 0.85], [0.71, 2.26, -0.79], [0.30, 0.14, -0.29], [-1.97, -3.13, 1.72], [-0.55, -3.31, -0.09], [1.48, -0.19, 0.97], [-1.27, 0.20, 0.49], [-0.21, 2.56, -0.98], [1.17, 2.66, 0.19], [1.29, 2.22, -1.62], [1.91, -1.13, 0.14], [-1.64, 0.99, -0.58]], "mulliken_charge": [0.749, -0.617, -0.315, -0.376, -0.359, -0.135, -0.078, 0.316, 0.249, 0.287, 0.160, 0.119]}

Model ii:
{"formula": "C2H5NO2S2", "method": "ωB97M-V with the def2-TZVPD basis set", "gap_ev": 9.370, "homo_energy_ha": -0.3691, "species": ["C", "C", "N", "O", "O", "S", "S", "H", "H", "H", "H", "H"], "xyz": [[0.90, 1.07, -1.46], [-1.35, -1.23, 0.57], [0.90, 1.68, -0.37], [0.43, -1.37, -1.64], [-1.20, 0.58, -3.10], [-2.11, 0.14, -0.30], [-0.61, 0.23, -1.81], [1.68, 0.80, -2.06], [-2.16, -1.97, 0.73], [-1.04, -0.71, 1.44], [-0.62, -1.45, -0.15], [1.90, 1.94, 0.11]], "mulliken_charge": [0.073, -0.632, -0.522, -0.697, -0.530, -0.030, 0.749, 0.405, 0.323, 0.281, 0.313, 0.268]}

Model iii:
{"formula": "C2H5NO2S2", "method": "ωB97M-V with the def2-TZVPD basis set", "gap_ev": 9.092, "homo_energy_ha": -0.3312, "species": ["C", "C", "N", "O", "O", "S", "S", "H", "H", "H", "H", "H"], "xyz": [[2.08, -0.07, 1.79], [1.08, -0.16, 0.94], [-2.51, 0.24, -1.55], [-3.63, -0.15, -1.43], [-1.50, -0.37, -1.82], [0.57, 1.37, 0.21], [0.05, -1.61, 0.76], [2.34, -0.92, 2.46], [-2.23, 1.36, -1.60], [2.78, 0.70, 1.80], [0.96, 0.99, -1.04], [0.01, -1.39, -0.53]], "mulliken_charge": [-0.642, 0.262, 0.546, -0.433, -0.403, -0.248, -0.162, 0.208, 0.299, 0.317, 0.158, 0.098]}

The structure with the least stability is model ii.